Below is a cluster of 11 separate species, C81H180Br2N9 in total, with properties calculated with ωB97M-V/def2-TZVPD.

Values from the calculation:
Gap between HOMO and LUMO, eV: 6.82
Net charge: +7
Relative energy (zero: lowest compared OMol25 entry of this formula, charge and spin), kcal per mole: 30.34

The geometry in XYZ format:
```
272
Properties=species:S:1:pos:R:3:forces:R:3:mulliken_charge:R:1
C -2.650 -2.498 2.706 -1.0 -0.1 0.2 -0.61
C -3.547 -3.103 1.601 0.7 -0.8 1.2 -0.59
C -3.715 -4.652 1.885 0.2 0.0 -1.6 0.39
C -4.425 -5.378 0.723 -0.3 -0.7 0.3 -1.42
N -5.070 -6.766 1.018 0.9 1.2 -0.1 0.41
C -6.110 -6.650 2.162 0.5 -0.6 0.3 -0.56
C -7.272 -7.651 1.894 1.5 -0.9 -0.9 -0.73
C -6.915 -8.131 0.434 0.1 -0.6 -1.0 -0.74
C -5.889 -7.170 -0.185 -0.8 -0.4 0.6 -0.69
C -3.930 -7.850 1.276 -1.7 0.4 -0.2 -1.09
H -1.644 -2.917 2.732 0.1 0.4 -0.3 0.09
H -3.069 -2.678 3.696 -0.1 -0.3 0.0 0.59
H -2.717 -1.412 2.629 0.6 0.0 -0.1 -0.23
H -3.055 -2.901 0.650 0.0 -0.4 -0.3 0.18
H -4.469 -2.523 1.580 -0.4 -0.5 0.1 0.76
H -4.137 -4.879 2.864 0.0 0.3 -0.1 0.62
H -2.746 -5.136 1.760 0.5 0.5 1.1 -0.64
H -3.686 -5.683 -0.017 -0.1 0.6 -0.3 0.56
H -5.167 -4.709 0.285 -0.3 -0.5 -0.1 0.41
H -5.511 -6.896 3.039 -0.5 0.2 0.3 0.39
H -6.417 -5.604 2.197 0.0 -0.1 -0.1 0.40
H -7.190 -8.508 2.563 0.3 0.0 0.0 0.32
H -8.295 -7.343 2.115 0.2 0.8 -0.6 0.37
H -6.414 -9.096 0.365 -0.2 -0.3 0.9 0.35
H -7.710 -8.286 -0.296 -0.4 0.4 0.4 0.51
H -5.235 -7.589 -0.950 -0.1 -0.2 0.1 0.42
H -6.432 -6.334 -0.627 0.4 0.5 0.4 0.43
H -4.475 -8.792 1.334 0.2 0.0 0.2 0.47
H -3.354 -7.686 2.187 -0.5 0.4 0.1 0.40
H -3.242 -7.933 0.434 -0.3 0.5 -0.2 0.33
C 4.706 1.854 0.991 -0.9 -0.3 -0.8 -1.06
C 5.780 0.999 0.291 -0.3 1.0 0.9 -0.13
C 6.539 0.154 1.291 0.4 -1.5 0.0 -0.80
C 5.803 -1.150 1.688 -0.5 -0.7 1.1 -0.09
N 6.386 -1.953 2.880 0.5 -0.1 2.4 0.54
C 5.586 -3.218 3.373 -0.6 0.8 -1.4 -0.35
C 5.480 -3.151 4.925 -0.1 -1.6 -0.7 -0.54
C 6.500 -2.152 5.337 0.7 0.5 0.3 -0.81
C 6.345 -1.191 4.228 1.4 2.8 -1.6 -0.63
C 7.836 -2.350 2.552 -2.1 0.0 -0.6 -1.10
H 5.084 2.611 1.677 0.4 -0.1 -0.2 0.60
H 3.972 1.274 1.553 0.2 -0.5 0.3 -0.02
H 4.088 2.350 0.243 0.2 0.4 -0.2 0.34
H 6.483 1.689 -0.176 0.1 0.0 0.1 0.36
H 5.438 0.386 -0.543 -0.5 -0.1 0.1 -0.14
H 6.767 0.698 2.207 0.1 0.2 -0.2 0.26
H 7.451 -0.099 0.751 0.4 -0.2 0.5 0.46
H 5.729 -1.894 0.895 0.3 0.1 -0.3 0.54
H 4.779 -1.000 2.033 -0.2 0.5 -0.1 -0.27
H 6.079 -4.054 2.878 0.1 -0.2 0.6 0.44
H 4.612 -3.104 2.895 -0.2 -0.1 0.2 0.07
H 5.529 -4.152 5.354 0.3 0.0 0.0 0.43
H 4.529 -2.735 5.258 -0.2 -0.1 -0.5 0.27
H 7.578 -2.316 5.324 -0.1 -1.3 0.3 0.37
H 6.308 -1.732 6.324 -0.2 0.2 -0.2 0.43
H 7.234 -0.562 4.209 -0.2 0.5 -0.1 0.45
H 5.477 -0.533 4.231 -0.3 -0.4 -0.1 0.14
H 7.651 -2.818 1.586 0.8 0.0 -0.2 0.37
H 8.187 -3.129 3.229 0.2 0.6 0.2 0.48
H 8.377 -1.407 2.462 0.4 -0.5 0.2 0.33
C -2.871 3.944 5.978 0.7 -0.2 0.0 -1.65
C -1.676 3.447 5.067 0.2 1.2 1.3 0.26
C -0.390 3.050 5.904 -2.2 -0.8 -0.6 -0.43
C 0.878 2.952 5.107 0.4 0.7 0.8 -0.63
N 2.049 2.712 6.052 0.3 1.1 -0.7 0.53
C 3.333 2.468 5.209 0.7 -1.1 1.4 -0.09
C 4.155 1.488 6.086 0.2 -0.6 0.4 0.42
C 3.271 1.157 7.311 0.6 0.3 0.0 -1.01
C 1.889 1.387 6.805 -0.6 1.1 -0.5 -0.58
C 2.281 3.988 6.959 1.0 -1.0 -1.0 -1.11
H -3.031 3.244 6.799 -0.2 -0.4 -0.2 0.41
H -3.805 4.068 5.430 0.1 -0.3 -0.2 0.32
H -2.755 4.881 6.522 0.7 0.2 -0.4 0.41
H -1.343 4.228 4.383 -0.3 0.3 -0.2 0.07
H -2.087 2.636 4.467 0.4 -0.3 0.0 -0.05
H -0.655 2.044 6.231 0.3 0.0 0.6 0.44
H -0.288 3.704 6.769 -0.1 0.0 -0.1 0.37
H 1.105 3.906 4.632 0.0 0.0 -0.3 0.41
H 0.836 2.150 4.371 0.3 -0.1 0.1 0.00
H 3.964 3.344 5.057 -0.8 0.4 -0.2 0.36
H 3.125 1.897 4.304 -0.6 0.6 -0.2 -0.31
H 5.141 1.873 6.345 -0.2 0.2 0.2 0.56
H 4.346 0.559 5.550 -0.2 0.1 -0.2 -0.79
H 3.432 1.906 8.086 0.2 -0.2 0.3 0.32
H 3.430 0.173 7.751 0.0 0.1 -0.2 0.56
H 1.115 1.512 7.561 0.1 -0.1 0.0 0.42
H 1.544 0.750 5.990 0.2 -0.6 0.3 0.40
H 2.245 4.841 6.282 -0.4 0.0 0.2 0.33
H 3.320 3.944 7.285 -0.1 -0.2 0.1 0.55
H 1.664 4.092 7.852 -0.3 -0.4 -0.4 0.34
C 2.744 -2.777 -1.117 -1.7 0.3 -0.4 -1.36
C 1.753 -1.864 -1.926 1.8 0.7 0.1 -0.13
C 1.566 -0.481 -1.272 -1.3 -1.4 1.5 0.86
C 0.545 -0.655 -0.123 0.1 1.7 -0.3 -1.21
N -0.039 0.723 0.277 -0.1 1.0 1.2 1.58
C -0.868 0.538 1.549 0.0 0.8 0.4 0.37
C -2.224 1.182 1.254 -0.7 -1.0 1.5 -0.21
C -2.087 2.098 0.066 1.2 0.3 0.6 0.50
C -1.097 1.284 -0.728 1.2 -0.8 -0.8 -0.82
C 1.102 1.795 0.568 0.0 -0.3 -0.5 0.11
H 3.769 -2.485 -1.344 0.0 -0.1 0.2 0.41
H 2.542 -3.803 -1.423 0.4 -0.1 0.0 0.43
H 2.511 -2.708 -0.054 0.3 0.0 0.2 0.14
H 0.807 -2.350 -2.164 0.0 0.0 0.0 0.64
H 2.323 -1.642 -2.829 -0.5 -0.3 -0.5 -0.36
H 1.172 0.290 -1.934 0.6 0.0 -0.3 -0.22
H 2.489 -0.217 -0.755 0.2 0.5 -0.6 -0.21
H 0.982 -1.026 0.804 0.1 -0.2 0.0 0.18
H -0.333 -1.234 -0.411 0.0 -0.1 0.0 0.27
H -0.412 1.048 2.397 0.5 0.0 -0.3 -0.45
H -0.935 -0.501 1.873 0.1 0.0 -0.5 -0.13
H -2.603 1.616 2.180 0.0 0.5 -0.1 0.31
H -2.916 0.355 1.098 -0.3 0.1 -0.6 0.01
H -1.581 3.020 0.352 -0.4 0.2 0.1 -0.72
H -3.044 2.320 -0.405 0.3 -0.1 -0.3 0.48
H -0.502 1.688 -1.547 -0.2 0.6 0.1 0.43
H -1.680 0.465 -1.149 0.4 -0.6 0.1 -0.20
H 1.981 1.359 1.045 -0.4 -0.8 -0.1 -0.48
H 0.864 2.618 1.242 -1.2 -0.4 0.2 0.19
H 1.445 2.297 -0.337 -0.2 -0.5 -0.6 -0.03
C -3.214 4.066 -4.298 0.1 1.1 -0.7 -1.87
C -1.766 3.583 -4.126 -0.7 0.1 0.6 -0.17
C -1.604 2.069 -4.140 0.5 0.4 -1.5 0.87
C -2.124 1.504 -5.492 -0.7 -1.6 0.3 -1.18
N -2.534 0.040 -5.327 0.0 -1.7 -0.8 0.70
C -3.768 -0.137 -4.428 -0.1 -0.9 0.6 -0.35
C -4.921 -0.679 -5.294 0.5 0.5 0.3 -0.55
C -4.263 -1.440 -6.383 1.6 -0.6 -0.4 -0.66
C -2.955 -0.688 -6.653 -0.6 0.4 -0.8 -0.55
C -1.354 -0.785 -4.819 -0.5 0.6 0.5 -1.27
H -3.937 3.778 -3.534 0.3 -0.3 0.3 0.36
H -3.714 3.926 -5.256 0.3 -0.6 -0.2 0.43
H -3.173 5.155 -4.292 -0.1 0.2 0.3 0.53
H -1.471 3.980 -3.155 0.3 -0.2 0.3 -0.27
H -1.054 4.063 -4.798 -0.3 -0.1 -0.4 0.39
H -1.998 1.623 -3.227 -0.6 -0.2 -0.3 -0.35
H -0.539 1.835 -4.162 0.2 0.1 0.4 0.44
H -1.355 1.474 -6.264 0.1 0.3 0.1 0.41
H -3.028 1.908 -5.947 0.2 0.7 0.4 0.45
H -3.469 -0.863 -3.672 0.0 0.0 0.1 0.27
H -4.075 0.776 -3.918 0.5 0.2 -0.2 0.15
H -5.545 -1.476 -4.888 -0.5 1.0 1.0 0.31
H -5.410 0.227 -5.652 -0.7 -0.5 -0.2 0.34
H -3.990 -2.434 -6.026 -0.2 -0.2 0.1 0.32
H -4.921 -1.608 -7.235 0.4 0.3 -0.2 0.40
H -2.147 -1.352 -6.961 0.0 0.3 0.0 0.29
H -3.179 0.029 -7.443 0.5 0.4 0.2 0.40
H -1.058 -0.329 -3.874 0.0 -0.5 0.1 0.11
H -0.493 -0.766 -5.486 -0.3 0.4 -0.3 0.54
H -1.670 -1.825 -4.728 -0.1 0.2 0.2 0.53
C -0.368 -4.542 0.451 1.2 0.0 -0.5 -0.27
C 0.421 -4.912 1.709 0.2 -0.3 0.4 -0.20
C 1.235 -6.265 1.750 -1.0 0.8 -0.4 -0.80
C 0.376 -7.533 1.818 0.3 -0.5 -0.5 -0.90
N 1.232 -8.855 1.792 -0.6 0.5 -0.9 0.29
C 0.296 -10.055 1.466 0.4 0.0 2.1 -0.49
C -0.384 -10.340 2.825 -0.5 0.9 -1.0 -0.30
C 0.591 -9.864 3.923 -0.6 -0.1 -0.6 -0.68
C 1.729 -9.137 3.191 0.1 -1.0 -0.6 -0.55
C 2.419 -8.760 0.772 -1.0 0.4 0.7 -0.97
H 0.326 -4.571 -0.389 0.0 -0.6 -0.3 0.52
H -0.605 -3.480 0.404 -0.6 0.0 0.6 -0.60
H -1.230 -5.168 0.221 0.0 0.1 0.1 0.14
H -0.208 -4.826 2.596 -0.2 -0.3 0.1 0.35
H 1.170 -4.143 1.898 0.1 0.2 -0.2 0.11
H 1.886 -6.144 2.615 0.0 -0.4 0.1 0.31
H 1.877 -6.305 0.870 0.0 0.1 0.0 0.46
H -0.357 -7.654 1.020 0.5 0.3 -0.8 0.36
H -0.333 -7.508 2.646 0.7 -0.4 0.8 0.32
H 0.923 -10.939 1.344 0.2 0.3 -1.0 0.44
H -0.451 -9.823 0.708 0.7 -0.1 -0.4 0.29
H -0.741 -11.370 2.858 0.4 0.0 0.2 0.51
H -1.284 -9.727 2.871 -0.2 0.0 0.1 -0.08
H 0.985 -10.747 4.427 -0.1 0.5 0.5 0.36
H -0.033 -9.208 4.530 0.7 -0.2 0.6 0.34
H 2.513 -9.876 3.029 0.3 0.2 0.2 0.49
H 2.159 -8.218 3.590 -0.2 -0.2 0.2 0.30
H 2.877 -9.727 0.562 -0.5 -0.1 0.3 0.38
H 3.194 -8.112 1.181 -0.2 0.0 0.1 0.39
H 2.023 -8.319 -0.143 0.0 -0.2 0.0 0.40
C 1.761 6.173 -5.359 -0.5 0.1 0.6 -1.21
C 0.597 6.794 -4.548 -0.1 -0.4 -0.5 -0.79
C 0.653 6.358 -3.079 -0.4 -0.1 0.5 0.46
C -0.472 6.947 -2.183 1.1 1.1 0.0 -1.06
N -0.164 6.942 -0.663 -1.1 -0.5 0.9 0.52
C -1.282 7.665 0.196 -0.3 -0.5 -2.8 -0.66
C -0.593 8.135 1.394 -1.4 -0.3 1.4 -0.30
C 0.819 8.446 1.031 0.9 -0.2 0.5 -0.84
C 1.093 7.715 -0.273 0.4 -0.6 -0.7 -0.69
C -0.136 5.439 -0.129 0.3 1.9 -1.4 -1.41
H 2.667 6.708 -5.076 0.1 -0.1 -0.1 0.39
H 1.609 6.290 -6.432 0.0 0.0 0.1 0.41
H 1.888 5.121 -5.104 0.1 -0.1 -0.1 0.14
H -0.379 6.485 -4.924 -0.1 -0.1 -0.4 0.32
H 0.669 7.863 -4.749 -0.2 0.2 0.6 0.45
H 1.612 6.705 -2.694 0.1 -0.2 0.3 0.63
H 0.636 5.269 -3.037 0.3 -0.1 -0.1 -0.60
H -1.509 6.633 -2.306 0.2 -0.6 -0.1 0.52
H -0.458 7.988 -2.504 -0.3 0.4 0.6 0.49
H -2.084 6.948 0.375 0.1 0.0 0.0 0.26
H -1.712 8.463 -0.409 0.3 0.0 -0.3 0.50
H -0.745 7.292 2.069 0.7 0.2 0.7 0.04
H -1.140 8.984 1.802 0.1 0.0 0.2 0.48
H 1.478 8.084 1.821 0.1 0.2 -0.1 0.32
H 0.971 9.520 0.929 0.1 -0.1 -0.1 0.36
H 1.867 6.947 -0.262 0.2 0.3 0.3 0.50
H 1.375 8.450 -1.027 -0.4 -0.3 -0.4 0.45
H 0.465 4.870 -0.839 -0.1 -0.1 -0.1 0.48
H -1.192 5.167 -0.161 0.3 -0.3 0.2 0.23
H 0.337 5.352 0.848 -0.3 0.4 0.1 0.51
C -3.693 4.610 2.364 0.5 0.0 0.8 -0.08
C -4.968 3.755 2.266 -0.2 0.6 0.0 -0.73
C -5.651 3.976 0.937 -0.9 -0.2 -0.5 0.04
C -6.972 3.129 0.786 0.5 2.2 -0.6 -0.95
N -7.809 3.504 -0.493 0.7 -2.0 -0.5 0.16
C -8.938 2.410 -0.681 0.9 0.4 -0.8 -0.50
C -9.281 2.316 -2.204 0.5 1.1 0.5 -0.62
C -8.130 3.084 -2.910 1.0 0.3 0.9 -0.75
C -7.033 3.363 -1.813 -1.7 0.2 0.8 -0.66
C -8.323 4.907 -0.397 0.4 -0.8 0.1 -0.79
H -3.859 5.485 2.992 -0.2 -0.2 0.3 0.70
H -3.263 5.093 1.487 -0.3 -0.6 -0.7 -0.17
H -2.896 4.035 2.835 0.1 0.1 0.0 -0.55
H -5.617 4.131 3.057 -0.2 -0.3 0.0 0.66
H -4.844 2.689 2.455 0.4 0.0 0.0 0.22
H -4.941 3.757 0.140 0.0 -0.3 -0.2 0.19
H -5.798 5.054 0.867 -0.5 0.0 -0.1 0.26
H -7.647 3.388 1.602 0.1 -0.3 0.1 0.32
H -6.689 2.078 0.843 -0.5 -0.1 -0.5 0.34
H -9.762 2.700 -0.030 0.1 -0.5 0.0 0.49
H -8.410 1.486 -0.448 -0.4 0.1 0.7 0.29
H -10.239 2.811 -2.368 0.1 -0.1 -0.3 0.28
H -9.343 1.307 -2.612 -0.1 -0.1 0.6 0.36
H -8.536 3.984 -3.372 0.4 0.0 -0.1 0.38
H -7.532 2.501 -3.610 -0.8 0.0 -0.6 0.34
H -6.474 4.296 -1.878 0.3 -0.4 -0.5 0.48
H -6.439 2.455 -1.713 0.4 0.3 0.0 0.37
H -7.468 5.574 -0.286 -0.2 -0.1 0.4 0.33
H -8.965 4.876 0.483 -0.3 0.8 -0.4 0.37
H -8.752 5.164 -1.365 -0.6 -0.1 0.4 0.39
C 8.674 3.155 -5.217 0.0 -0.4 1.1 -1.23
C 7.976 2.517 -4.000 -1.1 -1.4 -0.8 -0.78
C 6.521 1.863 -4.275 1.0 0.7 1.3 -0.05
C 6.518 0.622 -5.125 -0.5 -0.1 -0.4 -0.66
N 5.045 0.111 -5.584 1.9 1.7 -0.5 0.61
C 5.341 -0.951 -6.627 -1.5 -0.6 -1.0 -0.68
C 5.313 -2.240 -5.861 0.8 -1.1 0.5 -0.97
C 4.178 -2.059 -4.915 0.0 0.7 0.5 -0.34
C 4.362 -0.626 -4.453 -1.2 0.3 0.7 0.33
C 4.255 1.308 -6.181 -0.4 -1.1 -0.1 -0.97
H 8.143 4.062 -5.508 0.2 -0.1 -0.2 0.33
H 8.825 2.471 -6.052 -0.4 0.0 -0.1 0.32
H 9.692 3.372 -4.896 0.0 0.5 -0.1 0.39
H 7.870 3.196 -3.154 -0.2 0.3 -0.3 0.43
H 8.562 1.702 -3.576 0.3 -0.1 -0.2 0.40
H 5.817 2.642 -4.568 0.2 -0.1 -0.2 0.36
H 6.232 1.505 -3.287 -0.5 0.4 0.2 -0.11
H 6.924 -0.210 -4.549 -0.1 -0.1 -0.1 0.37
H 7.135 0.723 -6.018 -0.4 0.0 -0.2 0.44
H 4.465 -1.104 -7.257 -0.4 0.8 -0.1 0.36
H 6.107 -0.685 -7.355 0.4 0.0 0.7 0.46
H 5.074 -3.156 -6.401 0.8 0.3 -0.6 0.52
H 6.162 -2.390 -5.194 0.5 -0.2 -0.5 0.33
H 3.203 -2.066 -5.402 0.0 -0.7 -0.1 0.33
H 4.299 -2.796 -4.121 -0.6 0.1 0.1 0.28
H 3.351 -0.264 -4.269 0.3 0.9 -0.2 -0.01
H 4.877 -0.520 -3.498 0.5 0.2 -0.3 -0.46
H 4.142 2.131 -5.475 0.1 -0.4 0.0 0.24
H 3.281 0.926 -6.486 -0.2 -0.2 0.6 0.38
H 4.623 1.643 -7.151 1.0 -0.1 0.3 0.34
Br 2.278 -0.968 3.341 -0.1 0.2 -0.2 -0.66
Br 2.563 3.023 -2.915 -0.5 -0.4 0.2 -0.63
```
Positions in Å, forces in eV/Å.